# 1
C11H13N5O5S in the gas phase at a distorted geometry. Source: OMol25; level of theory: ωB97M-V/def2-TZVPD.

```
35
Properties=species:S:1:pos:R:3:lowdin_charge:R:1
C -0.58660 -4.12507 -1.74794 0.008
C -0.49607 -2.62071 -1.50059 -0.601
C -1.87429 -2.05857 -1.16846 0.021
O 0.10994 -2.01285 -2.63518 -0.043
C 1.49777 -1.87858 -2.35523 -0.128
C 1.44388 -1.60965 -0.87613 -0.270
C 1.28681 -0.10737 -0.68141 -0.123
N 0.92854 0.11667 0.72400 0.083
C 0.51113 1.35210 1.13401 -0.227
N 1.08874 2.48496 0.56003 0.133
C 0.70500 3.67324 0.98717 -0.549
S 1.30540 5.22128 0.46334 1.077
C 0.18877 5.98005 1.56662 -0.407
N -0.54391 5.16334 2.30022 0.086
N -0.26037 3.83576 1.96602 -0.016
C -0.86198 2.72785 2.56103 -0.369
O -1.67338 2.87853 3.43988 0.110
C -0.47373 1.41798 2.08998 -0.074
N -1.16005 0.29412 2.48852 -0.327
O -0.49296 -0.65506 2.93329 0.076
O -2.37669 0.27303 2.28839 0.117
O 0.36327 -2.44155 -0.37180 -0.020
H -0.93519 -4.64045 -0.86211 0.090
H -1.25104 -4.29726 -2.63641 0.109
H 0.38905 -4.48123 -2.02793 0.076
H -2.33062 -2.52929 -0.33161 0.081
H -2.52820 -2.19095 -2.06840 0.107
H -1.74203 -0.98546 -0.96493 0.088
H 2.03305 -2.80271 -2.56274 0.125
H 1.98763 -1.09997 -2.93051 0.135
H 2.36135 -1.94890 -0.38773 0.160
H 0.54673 0.30003 -1.40467 0.142
H 2.23209 0.41300 -0.83166 0.125
H 0.52187 -0.70689 1.18513 0.121
H 0.08608 7.06057 1.65782 0.086
```

## Properties
SMILES: CC1(C)OC[C@@H](CNc2nc3scnn3c(=O)c2[N+](=O)[O-])O1
Frontier orbital gap in eV: 8.557
Relative energy (zero: lowest compared OMol25 entry of this formula, charge and spin) in kcal/mol: 0.0
F_max in Eh/bohr: 0.083
E_HOMO in eV: -9.0

***

# 2
2 unconnected molecules or ions with the total composition C6H11NOS2 at a distorted geometry. Source: OMol25; level of theory: ωB97M-V/def2-TZVPD.

```
21
Properties=species:S:1:pos:R:3:lowdin_charge:R:1
C 4.14815 -1.19574 0.32659 0.046
C 3.37041 -0.15246 0.45059 -0.215
C 2.44572 0.32256 -0.48668 -0.182
C 1.62121 1.42804 -0.54816 -0.662
C -3.64038 0.49243 0.95582 -0.112
C -2.27090 -0.02398 0.51364 -0.286
N -2.47021 -0.26762 -0.98169 -0.390
O -0.79194 -2.26577 -0.79265 -0.571
S 0.34318 1.70220 -1.58158 0.642
S -1.43880 -1.33558 -1.70224 0.792
H 5.01802 -1.41037 1.04495 0.108
H 4.07837 -1.67091 -0.56304 0.027
H 3.34957 0.41979 1.40271 0.121
H 2.43832 -0.36066 -1.35536 0.117
H 1.88553 2.16019 0.20662 0.053
H -4.04694 0.02877 1.88019 0.077
H -3.47771 1.58070 1.20274 0.081
H -4.29996 0.41673 0.07712 0.067
H -1.38752 0.75539 0.63056 0.112
H -2.01882 -1.04024 0.92893 0.104
H -2.85532 0.41652 -1.60905 0.070
```

## Properties
Frontier orbital gap (alpha / beta) in eV: 8.804 / 4.947
Relative energy (zero: lowest compared OMol25 entry of this formula, charge and spin) in kcal/mol: 73.6
F_max in Eh/bohr: 0.091
E_HOMO (alpha / beta) in eV: -8.5 / -7.0

***

# 3
CHN3O in the gas phase. Source: OMol25; level of theory: ωB97M-V/def2-TZVPD.

```
6
Properties=species:S:1:pos:R:3:lowdin_charge:R:1
C 0.05290 -0.71276 0.18184 -0.185
N 1.00890 0.28520 0.30905 0.035
N 0.51252 1.33666 -0.14749 0.036
O -0.76702 1.06219 -0.53298 -0.074
N -1.02376 -0.23936 -0.32646 0.072
H 0.21647 -1.73193 0.51604 0.117
```

## Properties
SMILES: c1nnon1
Frontier orbital gap in eV: 12.341
Relative energy (zero: lowest compared OMol25 entry of this formula, charge and spin) in kcal/mol: 86.3
F_max in Eh/bohr: 0.016
E_HOMO in eV: -12.1

***

# 4
C22H32N2O4 in the gas phase. Source: OMol25; level of theory: ωB97M-V/def2-TZVPD.

```
60
Properties=species:S:1:pos:R:3:lowdin_charge:R:1
C 0.93313 -5.78789 -3.35090 -0.114
C 1.58843 -4.79031 -4.29879 -0.272
C 1.38863 -3.33581 -3.87085 -0.223
C -0.06906 -2.88495 -3.95585 -0.184
C -0.25416 -1.37525 -3.77267 -0.334
C -1.68966 -0.97374 -4.11663 -0.160
C -1.91027 0.52835 -3.95841 -0.142
C -1.54442 1.01181 -2.55455 -0.217
C -2.53043 0.51156 -1.51609 -0.444
O -3.46354 -0.21784 -1.70688 0.139
O -2.23082 1.02730 -0.30856 0.003
C -3.05975 0.64492 0.79399 -0.247
C -4.26748 1.57442 0.90995 -0.001
C -2.25718 0.69531 2.10137 -0.422
O -2.66442 0.13735 3.09591 0.085
N -1.13118 1.43740 2.00498 0.149
C -0.17167 1.71816 2.98358 -0.216
C -0.29335 1.29410 4.30337 -0.004
C 0.68879 1.61240 5.21867 -0.018
C 1.80763 2.35522 4.84592 -0.225
N 2.76235 2.64177 5.82642 0.111
C 3.93060 3.34021 5.71470 -0.516
C 4.67606 3.41834 7.03249 -0.003
O 4.33636 3.84310 4.69287 0.066
C 1.92811 2.77858 3.52500 -0.006
C 0.94607 2.46042 2.60952 -0.013
C -0.11548 0.58096 -2.19801 -0.139
C 0.05697 -0.92764 -2.34396 -0.147
H -0.14790 -5.67776 -3.35535 0.064
H 1.29123 -5.63807 -2.33452 0.073
H 1.17090 -6.80600 -3.65102 0.067
H 2.66094 -4.99601 -4.34099 0.102
H 1.18666 -4.92877 -5.30522 0.104
H 1.99264 -2.69622 -4.51990 0.113
H 1.75755 -3.21677 -2.85056 0.105
H -0.46018 -3.16346 -4.93779 0.120
H -0.66340 -3.40508 -3.20323 0.117
H 0.42858 -0.85493 -4.45572 0.147
H -1.91655 -1.25980 -5.14579 0.118
H -2.38059 -1.50609 -3.46244 0.115
H -2.95628 0.76389 -4.16169 0.119
H -1.29235 1.06642 -4.68111 0.121
H -1.59845 2.10685 -2.51765 0.155
H -3.40841 -0.38325 0.63768 0.160
H -3.93727 2.60701 1.00533 0.092
H -4.84380 1.29977 1.78848 0.091
H -4.89318 1.47813 0.02587 0.084
H -0.93589 1.81868 1.08773 0.136
H -1.15281 0.71838 4.60207 0.101
H 0.58504 1.27851 6.24166 0.111
H 2.54086 2.27167 6.74072 0.140
H 5.59562 3.97748 6.88801 0.083
H 4.06616 3.92110 7.78035 0.082
H 4.91757 2.41902 7.38889 0.082
H 2.78827 3.35244 3.22518 0.100
H 1.04816 2.79413 1.58644 0.112
H 0.12244 0.88735 -1.17748 0.106
H 0.57746 1.08942 -2.87248 0.125
H -0.61467 -1.44236 -1.65253 0.130
H 1.08139 -1.19395 -2.07953 0.113
```

## Properties
SMILES: CCCC[C@H]1CC[C@@H](C(=O)O[C@H](C)C(=O)Nc2ccc(NC(C)=O)cc2)CC1
Frontier orbital gap in eV: 8.698
Relative energy (zero: lowest compared OMol25 entry of this formula, charge and spin) in kcal/mol: 5.3
F_max in Eh/bohr: 0.015
E_HOMO in eV: -8.1

***

# 5
A gas-phase ion, C16H10F3N2O4S (charge -1) at a distorted geometry. Source: OMol25; level of theory: ωB97M-V/def2-TZVPD.

```
36
Properties=species:S:1:pos:R:3:lowdin_charge:R:1
O 3.04920 -1.47927 0.44071 0.050
C 2.65968 -0.97784 -0.60666 -0.467
C 1.96518 0.33123 -0.80955 -0.141
C 1.19194 0.89550 0.13538 -0.006
C -0.18807 1.28226 -0.26331 -0.323
C -1.10110 0.12479 0.22755 -0.019
C -1.46171 0.39546 1.69042 -0.162
C -1.14050 1.66803 2.20460 -0.045
C -1.78107 2.20103 3.30275 -0.084
C -2.62483 1.43320 4.08059 -0.095
C -2.85873 0.12808 3.65472 -0.088
C -2.29590 -0.40396 2.47742 -0.026
N -2.55910 0.54395 -0.40402 -0.319
O -3.29287 -0.34382 -0.87903 0.038
O -2.81571 1.74145 -0.37377 0.047
C -0.37099 1.62325 -1.69034 -0.072
C 0.51722 1.19463 -2.60664 -0.056
C 1.64354 0.47984 -2.18626 -0.161
C 2.06220 -0.72252 -2.90011 -0.486
O 1.84441 -1.05325 -4.06473 0.013
N 2.73091 -1.52647 -1.90305 -0.170
S 1.76332 -3.09643 -1.73820 1.068
C 3.40207 -3.80183 -2.39063 -0.775
F 3.75333 -3.32144 -3.62283 0.077
F 4.41209 -3.54737 -1.52473 0.077
F 3.30327 -5.16035 -2.50154 0.040
H 1.49896 0.94352 1.17090 0.110
H -0.44705 2.23373 0.22376 0.100
H -0.89843 -0.87322 -0.15616 0.159
H -0.42337 2.33051 1.70301 0.106
H -1.54761 3.22405 3.53997 0.100
H -3.12412 1.86557 4.93713 0.096
H -3.49346 -0.50734 4.26932 0.095
H -2.53331 -1.42344 2.17033 0.116
H -1.25046 2.20874 -1.94768 0.093
H 0.41112 1.38972 -3.65931 0.109
```

## Properties
SMILES: O=C1C2=C[C@H]([C@@H](c3ccccc3)[N+](=O)[O-])C=CC2=C([O-])N1SC(F)(F)F
Frontier orbital gap in eV: 5.967
Relative energy (zero: lowest compared OMol25 entry of this formula, charge and spin) in kcal/mol: 13.2
F_max in Eh/bohr: 0.081
Net charge: -1
E_HOMO in eV: -3.3

***

# 6
A molecular structure, C14H13F3N2OSSbSe4W. Source: OMol25; level of theory: ωB97M-V/def2-TZVPD.

```
40
Properties=species:S:1:pos:R:3:lowdin_charge:R:1
W -1.41928 -0.81246 -0.28606 0.664
Se -6.36799 -1.45974 -1.18023 0.381
Sb -4.21184 -1.49059 -0.39514 0.264
Se -2.59360 -2.59280 1.11995 0.341
Se -2.19573 -1.56489 -2.35467 0.434
Se -2.92677 0.88630 0.20081 0.463
S 1.95813 1.03592 2.45108 1.259
C 1.16795 0.34851 1.14941 -0.448
N -0.11487 0.00997 1.30931 -0.176
C -0.51805 0.32596 2.64028 -0.308
C -1.76085 0.13500 3.25415 -0.099
C -1.92707 0.52526 4.56758 -0.017
C -0.88598 1.10127 5.30154 -0.011
C 0.34965 1.28890 4.72422 -0.030
C 0.51497 0.89546 3.39865 -0.423
H 1.69102 0.20667 0.21886 0.073
H -2.59351 -0.32639 2.74827 0.011
H -2.88774 0.37675 5.04166 0.132
H -1.05425 1.39613 6.32793 0.136
H 1.16809 1.72839 5.27857 0.136
C 0.42044 -3.63566 -0.70760 -0.016
O 0.21580 -2.30317 -0.08844 -0.388
H -0.24351 -4.35311 -0.23231 0.094
H 1.46190 -3.91125 -0.56749 0.119
H 0.18536 -3.52571 -1.76134 0.081
H 0.62466 -2.29396 0.78966 0.111
F 3.55474 3.06950 -3.56714 0.195
C 2.80786 2.24744 -4.30434 -0.604
F 2.11825 2.95863 -5.18629 0.197
F 3.60068 1.39493 -4.94061 0.192
C 1.85438 1.50147 -3.37493 -0.026
C 2.14296 0.21537 -2.93918 0.075
C 1.27166 -0.40024 -2.06845 -0.114
N 0.14650 0.18325 -1.60533 -0.165
C -0.13102 1.42937 -2.06154 -0.105
C 0.69125 2.11486 -2.92842 0.074
H 3.02844 -0.30664 -3.27583 0.151
H 1.48334 -1.40173 -1.72432 0.112
H -1.04458 1.89223 -1.72039 0.080
H 0.41859 3.11079 -3.25185 0.155
```

## Properties
Frontier orbital gap in eV: 5.076
Relative energy (zero: lowest compared OMol25 entry of this formula, charge and spin) in kcal/mol: 0.0
F_max in Eh/bohr: 0.018
Net charge: +3
E_HOMO in eV: -17.8

***

# 7
C19H29ClN4O2S in the gas phase. Source: OMol25; level of theory: ωB97M-V/def2-TZVPD.

```
56
Properties=species:S:1:pos:R:3:lowdin_charge:R:1
C 2.29071 -5.18477 5.22013 -0.063
C 1.24412 -5.63921 4.21276 -0.220
O 0.76541 -4.55289 3.42249 -0.010
C 1.55108 -4.19485 2.38010 -0.543
O 2.58104 -4.75192 2.07742 0.088
N 1.02010 -3.15393 1.70128 -0.030
C -0.19563 -2.49489 2.13845 -0.129
C -0.65592 -1.50019 1.08093 -0.117
C 0.41161 -0.41476 0.90492 -0.334
N 0.09968 0.48562 -0.19256 -0.093
C 0.00332 -0.07672 -1.52526 -0.123
C -1.44359 -0.22303 -2.03604 -0.169
N -1.90106 0.98179 -2.72275 -0.324
C -1.47934 1.00705 -4.11251 -0.081
C -3.33773 1.16489 -2.61169 -0.087
C 0.09168 1.83505 0.01304 -0.748
S 0.47871 2.49993 1.47982 0.719
N -0.30694 2.57862 -1.05332 0.069
C -0.23598 3.95558 -1.22422 -0.246
C -1.16563 4.54883 -2.08073 -0.025
C -1.12444 5.90581 -2.32874 -0.085
C -0.15670 6.70205 -1.73954 -0.122
C 0.77514 6.10403 -0.90743 -0.667
Cl 2.01007 7.07278 -0.18485 0.675
C 0.75399 4.74605 -0.64625 -0.090
C 1.81782 -1.04316 0.77479 -0.090
C 1.76207 -2.55944 0.61144 -0.136
H 2.58184 -6.02277 5.84697 0.076
H 1.89086 -4.39152 5.84743 0.077
H 3.16786 -4.81488 4.69529 0.074
H 1.66659 -6.40244 3.55103 0.121
H 0.35697 -6.03103 4.71530 0.122
H -0.96482 -3.25313 2.31256 0.129
H -0.01924 -1.97309 3.08747 0.137
H -1.59153 -1.04175 1.40354 0.127
H -0.84083 -2.03107 0.14690 0.111
H 0.39702 0.21504 1.80009 0.055
H 0.46964 -1.06143 -1.49756 0.113
H 0.57759 0.54189 -2.22243 0.128
H -1.51311 -1.10018 -2.69722 0.127
H -2.09496 -0.39602 -1.17769 0.117
H -0.40081 0.87759 -4.17481 0.085
H -1.73386 1.97273 -4.54648 0.087
H -1.96085 0.21697 -4.70530 0.092
H -3.60932 1.25709 -1.56110 0.092
H -3.62057 2.08368 -3.12326 0.082
H -3.90339 0.33471 -3.05537 0.092
H -0.91460 2.10364 -1.73628 0.089
H -1.92375 3.93416 -2.54223 0.096
H -1.85453 6.35335 -2.98637 0.104
H -0.12099 7.76329 -1.92435 0.100
H 1.49532 4.31135 0.00211 0.055
H 2.39318 -0.81345 1.67154 0.125
H 2.34783 -0.60414 -0.07102 0.122
H 1.30264 -2.83835 -0.34563 0.121
H 2.76621 -2.98857 0.63519 0.126
```

## Properties
SMILES: CCOC(=O)N1CCC(N(CCN(C)C)C(=S)Nc2cccc(Cl)c2)CC1
Frontier orbital gap in eV: 8.306
Relative energy (zero: lowest compared OMol25 entry of this formula, charge and spin) in kcal/mol: 5.6
F_max in Eh/bohr: 0.015
E_HOMO in eV: -7.9

***

# 8
A molecular structure, C2H3FO2PSr at a distorted geometry. Source: OMol25; level of theory: ωB97M-V/def2-TZVPD.

```
10
Properties=species:S:1:pos:R:3:lowdin_charge:R:1
P -1.26711 1.99810 1.45531 0.394
F 0.16707 1.06485 2.12040 -0.774
O 1.33566 -0.03839 -1.36056 -0.514
C 1.38988 -1.15017 -2.12852 -0.417
H 2.08191 -1.15660 -2.98142 0.065
H -0.60306 2.94560 0.61912 -0.267
C 0.65075 -2.24450 -1.82087 -0.423
O -0.24802 -2.21623 -0.81307 -0.534
Sr -0.16220 -0.29054 0.22621 1.406
H 0.78055 -3.18433 -2.37497 0.064
```

## Properties
Frontier orbital gap in eV: 5.217
F_max in Eh/bohr: 0.029
Net charge: -1
E_HOMO in eV: -2.2